21
Properties=species:S:1:pos:R:3:lowdin_charge:R:1 method="wB97M-V/def2-TZVPD" homo_lumo_gap_ev=8.14 total_energy_ev=-20010.592 smiles="O=CC1=[NH+][C@H](C=O)N(C=O)C(C=O)=[NH+]1" total_charge=+2 fmax_ha_per_bohr=0.062 spin_multiplicity=1
C 0.47398 -0.20331 -1.05803 -0.106
C -1.44650 0.82416 -0.14809 -0.133
C 1.44954 -0.21602 -2.20720 -0.124
C -2.82991 1.49286 -0.36716 -0.097
C 1.11204 0.48561 2.11949 -0.053
C 1.76794 -1.90191 0.23574 -0.119
C -0.05190 -0.48855 1.27472 -0.048
N 0.61348 -0.87671 0.01920 0.095
N -0.60717 0.64810 -1.16479 0.245
N -1.34678 0.22850 0.99843 0.234
O 1.07620 -0.35653 -3.31499 0.221
O -3.61403 1.14460 0.42236 0.197
O 2.26486 0.47052 1.84061 0.163
O 1.44455 -2.94837 0.59750 0.271
H 2.52487 -0.16928 -1.97093 0.165
H -3.00900 2.12620 -1.32785 0.194
H 0.57103 1.16429 2.71843 0.125
H 2.66259 -1.26511 0.03211 0.174
H -0.21747 -1.44020 1.79456 0.174
H -0.75129 0.89204 -2.17740 0.227
H -2.08703 0.38913 1.68329 0.198

***

50
Properties=species:S:1:pos:R:3:lowdin_charge:R:1 method="wB97M-V/def2-TZVPD" homo_lumo_gap_ev=8.66 total_energy_ev=-30155.650 smiles="CNC(=O)[C@@H](NC(C)=O)C(C)C.CN1Cc2ccccc2NC1=O" fmax_ha_per_bohr=0.036 spin_multiplicity=1
O -0.67296 3.60433 -3.05289 0.052
O -0.49672 -4.87888 -1.24815 0.071
O -2.42881 -3.54239 1.50904 0.063
C -0.22090 3.58051 -1.92060 -0.506
C 0.52309 -4.22283 -1.11467 -0.568
C -1.21381 -3.53787 1.34725 -0.453
C 0.12641 6.12198 2.14630 -0.085
C 1.12491 5.26292 2.61412 -0.096
C -0.51417 5.85003 0.93302 -0.021
C 1.48160 4.13284 1.87155 -0.038
C -0.15516 4.72458 0.18649 -0.193
C 0.84782 3.86045 0.65071 -0.137
N -0.77160 4.45968 -1.02915 0.151
N -0.42928 -4.43128 1.96588 0.015
N 0.82600 2.74446 -1.55775 -0.076
N 0.60988 -3.13391 -0.34586 0.083
C 1.78461 -4.63964 -1.83347 0.002
C -0.92107 -5.48111 2.85652 -0.054
C 1.48298 1.91838 -2.56787 -0.043
C 1.22146 2.63552 -0.15201 -0.103
C -2.31803 -0.71078 0.29946 -0.067
C -0.70974 -0.87887 -1.54662 -0.072
C -1.46937 -1.71531 -0.49969 -0.352
C -0.50890 -2.52515 0.41413 -0.167
H -0.15294 6.99731 2.72601 0.102
H 1.62247 5.47243 3.55650 0.098
H -1.29049 6.51812 0.57428 0.110
H 2.25243 3.46721 2.24815 0.112
H -1.37428 5.15623 -1.44849 0.160
H 0.55013 -4.42110 1.73704 0.125
H 1.49371 -2.65284 -0.33522 0.142
H 2.59080 -4.76963 -1.11444 0.079
H 1.59819 -5.58445 -2.34394 0.087
H 2.05016 -3.87929 -2.56538 0.081
H -0.08622 -6.03204 3.29147 0.082
H -1.55367 -6.16932 2.29104 0.090
H -1.51926 -5.03780 3.65553 0.085
H 2.03661 2.55088 -3.26946 0.093
H 2.18734 1.21959 -2.10635 0.086
H 0.74514 1.33415 -3.12839 0.083
H 0.73808 1.76019 0.29352 0.115
H 2.30521 2.49195 -0.09033 0.126
H -2.97811 -1.22867 0.99293 0.070
H -1.67662 -0.03046 0.85898 0.076
H -2.94860 -0.13471 -0.37777 0.080
H 0.00319 -0.21845 -1.05634 0.059
H -0.19093 -1.53033 -2.24891 0.072
H -1.41585 -0.27787 -2.12112 0.086
H -2.13117 -2.40104 -1.02934 0.143
H -0.05354 -1.79768 1.08431 0.152

***

45
Properties=species:S:1:pos:R:3:lowdin_charge:R:1 method="wB97M-V/def2-TZVPD" homo_lumo_gap_ev=8.57 total_energy_ev=-31193.512 fmax_ha_per_bohr=0.101 spin_multiplicity=1
H -1.20320 -0.50117 0.51851 0.094
H 0.19715 -0.51435 0.05100 0.033
H 2.26472 2.22431 -1.05935 0.032
H 1.94379 2.89500 -2.36384 0.092
H -3.23429 0.83546 2.70277 0.046
H -2.56468 -0.20109 3.52981 0.064
H 4.44588 -2.83967 1.42424 0.030
H 3.07858 -3.01842 1.02388 -0.007
H -4.06215 -0.10510 0.96600 -0.043
H -5.18882 0.68019 0.31683 0.061
H 2.17954 -1.02991 -1.12276 -0.037
H 2.34177 -1.47232 -2.54588 0.080
H 0.10890 1.95991 0.95142 0.054
H -1.14192 1.95986 1.82813 0.007
H -2.53559 -1.49643 -4.76533 0.077
H -1.97756 -2.57177 -3.75994 -0.043
H -1.44631 -2.20497 -1.71643 0.031
H -0.38934 -2.06645 -0.63221 0.063
H 2.17977 1.05055 -4.93758 0.002
H 1.16968 0.34065 -4.04544 0.051
H -0.33052 0.53151 3.19558 -0.091
H 0.95699 0.74667 3.70945 0.067
H -1.19836 2.55906 -1.95437 0.034
H -0.94063 1.45875 -1.08702 -0.004
H -2.35487 -2.11051 4.35557 -0.052
H -2.23740 -1.93592 5.74589 0.049
H 1.11017 4.34950 -0.51410 0.108
H -0.16235 3.71442 -0.06705 -0.027
H 3.82869 -1.22219 0.89676 0.013
H 5.18979 -1.79064 0.28708 0.087
O -0.65174 -0.28193 -0.29752 -0.079
O 1.83434 1.97861 -1.90643 -0.122
O -2.35041 0.47724 2.85176 -0.051
O 3.55186 -2.92483 1.80679 -0.056
O -4.73518 0.45242 1.13023 0.007
O 1.71275 -1.11399 -1.89072 -0.012
O -0.71034 2.44643 1.13144 -0.038
O -1.82014 -2.16747 -4.56328 -0.039
O -0.51243 -1.97494 -1.63326 -0.118
O 1.66196 0.26154 -4.91747 -0.076
O 0.02970 0.65050 4.00359 -0.015
O -0.52252 1.89916 -1.83729 -0.096
O -2.55951 -2.56776 5.10092 0.005
O 0.27311 3.86105 -0.89162 -0.112
O 4.77112 -1.22096 0.98122 -0.068